Record 1
# C40H46BrFeN3O3PSTe

C40H46BrFeN3O3PSTe as an isolated structure in a non-equilibrium geometry (ωB97M-V/def2-TZVPD, the Open Molecules 2025 dataset).

```
97
Properties=species:S:1:pos:R:3
Fe 0.81 1.13 -1.84
Br -5.47 5.43 -4.69
C -5.57 4.40 -3.02
C -6.58 3.47 -2.78
C -6.64 2.84 -1.54
C -5.65 3.08 -0.65
C -4.66 4.02 -0.83
C -4.64 4.70 -2.03
N -5.91 2.36 0.65
N -5.04 1.90 1.38
C -3.67 1.94 0.87
C -2.78 2.74 1.56
C -1.46 2.90 1.17
C -0.97 2.20 0.07
O 0.29 2.18 -0.30
C -1.89 1.50 -0.75
N -1.47 1.11 -1.99
C -2.32 0.60 -2.80
C -3.66 0.26 -2.32
C -4.06 0.67 -1.08
C -3.20 1.37 -0.30
H -7.32 3.26 -3.47
H -7.51 2.24 -1.37
H -3.92 4.27 -0.08
H -3.75 5.35 -2.26
H -3.05 3.34 2.45
H -0.76 3.55 1.71
H -1.99 0.51 -3.80
H -4.33 -0.28 -3.00
H -5.06 0.39 -0.87
C -1.22 -4.16 6.01
C -1.01 -2.67 5.52
C 0.04 -1.91 6.10
C 0.41 -0.73 5.45
C 1.58 0.03 6.04
C -0.22 -0.24 4.28
Te 0.68 1.39 3.26
C -1.34 -0.91 3.74
C -2.14 -0.47 2.52
C -1.67 -2.12 4.42
H -1.99 -4.62 5.40
H -1.64 -4.11 6.97
H -0.25 -4.65 6.00
H 0.62 -2.34 6.90
H 1.76 -0.31 7.09
H 1.25 1.06 6.15
H 2.54 -0.05 5.52
H -2.88 0.28 2.82
H -2.63 -1.27 1.97
H -1.55 0.04 1.76
H -2.44 -2.80 3.97
C 0.49 -3.98 -1.52
C -0.06 -2.62 -1.67
C -0.86 -2.22 -0.44
P 1.26 -1.40 -2.10
C 2.95 -1.63 -1.35
C 2.74 -1.69 0.16
C 3.82 -2.84 -1.82
C 1.48 -1.60 -3.96
C 1.63 -3.02 -4.52
C 0.33 -0.86 -4.60
H -0.31 -4.73 -1.33
H 1.08 -4.04 -0.62
H 1.06 -4.44 -2.34
H -0.79 -2.48 -2.49
H -0.31 -2.20 0.53
H -1.66 -2.96 -0.25
H -1.26 -1.19 -0.50
H 3.46 -0.75 -1.64
H 2.18 -2.58 0.43
H 2.21 -0.85 0.64
H 3.68 -1.80 0.75
H 3.29 -3.76 -1.56
H 4.69 -2.94 -1.13
H 4.14 -2.83 -2.88
H 2.40 -1.08 -4.10
H 0.68 -3.58 -4.43
H 2.40 -3.53 -4.02
H 1.90 -3.02 -5.59
H -0.70 -1.28 -4.46
H 0.46 -0.91 -5.67
H 0.29 0.16 -4.36
O 8.14 1.92 1.25
C 6.86 2.22 1.52
O 6.57 2.59 2.58
C 5.89 2.03 0.39
C 4.55 2.32 0.67
C 3.59 2.29 -0.32
C 3.94 1.95 -1.62
S 2.75 1.87 -2.90
C 5.28 1.57 -1.89
C 6.25 1.61 -0.88
H 8.15 1.67 0.33
H 4.30 2.64 1.68
H 2.54 2.54 -0.01
H 5.54 1.27 -2.90
H 7.29 1.29 -1.06
```

## Properties
- 2S+1: 6
- Lowest unoccupied orbital energy (spin up / spin down): -0.36 / -1.58 eV
- HOMO energy (spin up / spin down): -7.64 / -7.51 eV
- Orbital gap (spin up / spin down): 7.285 / 5.923 eV

Results of the Mulliken charge analysis, in e, for atoms 1 through 5: 0.347 -0.200 -0.119 -0.486 -0.472


Record 2
# C40H46Cl48F2N3O3PSSi

A 17-piece molecular cluster, C40H46Cl48F2N3O3PSSi overall in a non-equilibrium geometry (ωB97M-V/def2-TZVPD, the Open Molecules 2025 dataset).

```
145
Properties=species:S:1:pos:R:3
C 0.94 0.97 -2.78
P 0.57 -0.35 -1.53
O -1.07 -0.23 -1.43
C 1.29 0.22 0.06
C 2.61 0.72 0.21
C 3.57 0.74 -0.97
C 4.02 -0.70 -1.35
N 3.40 -1.22 -2.58
C 3.08 1.14 1.47
C 4.50 1.62 1.69
C 4.65 3.14 1.58
N 4.42 3.80 0.53
C 2.25 1.11 2.61
S 2.75 1.65 4.22
C 0.98 0.62 2.45
C 0.52 0.15 1.22
C -0.90 -0.34 1.50
O -1.50 -1.26 1.06
N -1.30 0.54 2.56
C -2.63 0.41 3.11
F -2.69 1.06 4.30
F -2.93 -0.89 3.40
C -3.73 0.99 2.23
C -4.14 0.10 1.05
Si -5.73 0.59 0.16
C -5.25 1.21 -1.55
C -6.69 1.96 1.02
C -6.77 -0.94 -0.16
C -6.30 -2.23 0.09
C -7.06 -3.36 -0.15
C -8.34 -3.22 -0.67
C -8.83 -1.95 -0.97
C -8.06 -0.83 -0.70
C -0.15 0.46 3.43
O -0.12 0.24 4.60
H 0.02 1.26 -3.27
H 1.70 0.63 -3.47
H 1.29 1.86 -2.25
H -1.31 0.71 -1.34
H 3.17 1.27 -1.83
H 4.49 1.25 -0.70
H 5.10 -0.71 -1.49
H 3.82 -1.37 -0.51
H 4.09 -1.74 -3.12
H 2.72 -1.93 -2.31
H 5.19 1.13 1.01
H 4.78 1.29 2.68
H 5.00 3.68 2.46
H 4.13 3.17 -0.23
H 3.48 2.74 3.95
H -4.58 1.05 2.92
H -3.51 2.01 1.93
H -3.34 0.15 0.31
H -4.19 -0.95 1.33
H -4.93 2.25 -1.55
H -4.40 0.61 -1.90
H -6.05 1.03 -2.27
H -7.08 2.64 0.26
H -7.48 1.55 1.65
H -6.03 2.55 1.66
H -5.30 -2.40 0.48
H -6.68 -4.35 0.08
H -8.95 -4.09 -0.89
H -9.82 -1.83 -1.38
H -8.42 0.17 -0.93
C 4.44 -0.23 -6.28
Cl 5.21 0.48 -7.71
Cl 5.34 -1.66 -5.76
Cl 4.32 0.94 -4.97
H 3.45 -0.54 -6.56
C -7.70 -1.94 3.93
Cl -8.05 -3.65 3.73
Cl -5.97 -1.62 3.73
Cl -8.64 -0.98 2.79
H -7.98 -1.65 4.93
C -8.33 -7.67 2.37
Cl -9.93 -8.36 2.72
Cl -8.48 -6.13 1.53
Cl -7.40 -7.48 3.86
H -7.80 -8.36 1.73
C -2.01 5.25 1.71
Cl -1.49 6.08 3.17
Cl -1.24 3.66 1.59
Cl -3.77 5.08 1.68
H -1.71 5.84 0.86
C 8.46 1.71 3.87
Cl 8.46 2.51 5.45
Cl 8.28 -0.03 4.04
Cl 7.18 2.37 2.84
H 9.41 1.91 3.39
C -13.29 -7.06 4.25
Cl -13.47 -5.39 4.79
Cl -13.78 -8.18 5.52
Cl -14.22 -7.34 2.78
H -12.24 -7.23 4.03
C -5.98 -0.21 -5.39
Cl -6.80 -0.55 -3.87
Cl -4.42 0.57 -5.12
Cl -5.79 -1.68 -6.34
H -6.60 0.48 -5.96
C 3.35 -2.46 6.06
Cl 2.90 -4.14 5.75
Cl 5.10 -2.24 5.88
Cl 2.50 -1.37 4.98
H 3.08 -2.22 7.08
C 4.64 7.67 0.99
Cl 3.05 8.44 0.96
Cl 5.75 8.50 -0.11
Cl 5.29 7.65 2.63
H 4.53 6.65 0.65
C 4.36 4.97 -6.41
Cl 5.78 5.46 -5.48
Cl 4.63 3.45 -7.28
Cl 2.97 4.81 -5.34
H 4.15 5.74 -7.14
C 7.51 -4.28 2.35
Cl 8.90 -3.35 1.78
Cl 7.99 -5.90 2.84
Cl 6.69 -3.44 3.67
H 6.81 -4.37 1.53
C 10.03 -3.13 -1.98
Cl 9.58 -4.81 -2.29
Cl 11.76 -2.89 -2.22
Cl 9.10 -2.04 -3.01
H 9.80 -2.90 -0.95
C 1.47 -4.15 0.97
Cl 0.93 -4.56 -0.65
Cl 3.17 -4.59 1.20
Cl 1.20 -2.44 1.28
H 0.88 -4.72 1.68
C -2.98 -4.95 1.64
Cl -3.19 -4.33 0.01
Cl -4.44 -5.78 2.20
Cl -1.57 -6.03 1.72
H -2.80 -4.11 2.30
C 9.49 3.89 -7.63
Cl 9.93 4.65 -6.10
Cl 10.26 2.31 -7.79
Cl 7.74 3.74 -7.76
H 9.84 4.52 -8.43
C 4.00 8.75 -4.82
Cl 2.41 9.50 -4.85
Cl 5.09 9.54 -5.97
Cl 4.68 8.78 -3.19
H 3.89 7.71 -5.12
```

## Properties
- 2S+1: 1
- Lowest unoccupied orbital energy: -0.32 eV
- HOMO energy: -8.44 eV
- Orbital gap: 8.121 eV

Results of the Mulliken charge analysis, in e, for atoms 1 through 5: -1.100 0.044 -0.134 1.086 1.428


Molar mass? In order: 943.216, 2447.693 g mol⁻¹.